Computed, not measured: 6 unconnected molecules or ions with the total composition C4H18O6, with the ωB97M-V functional and the def2-TZVPD basis.

```
! RIJCOSX wB97M-V def2-TZVPD def2/J DEFGRID3
* xyz 0 1
C -1.52 -2.13 1.28
C 1.30 0.46 1.98
O 1.55 1.43 0.94
C 0.51 -0.74 1.55
C -0.82 -0.85 1.57
H -2.57 -2.03 1.58
H -1.77 -2.42 0.25
H -1.04 -2.99 1.74
H 2.31 0.10 2.15
H 0.79 0.98 2.78
H 0.85 1.67 0.32
H 1.09 -1.66 1.43
H -1.35 0.06 1.83
H 2.35 0.81 -0.39
H 2.72 1.07 -1.94
O 2.68 0.42 -1.23
H -1.59 2.72 -0.15
H -1.90 2.73 1.30
O -2.19 3.15 0.48
H 0.13 0.99 -1.89
H -0.02 2.29 -2.49
O 0.07 1.92 -1.60
H 1.40 -0.58 -1.72
H 0.64 -1.99 -1.52
O 0.78 -1.24 -2.11
H -1.49 -1.92 -2.59
H -1.07 -0.81 -1.70
O -1.82 -1.41 -1.85
*
```

Properties
E_LUMO	0.22	eV


Computed, not measured: a molecular structure, CH8BClN2OV, with the ωB97M-V functional and the def2-TZVPD basis.

```
! RIJCOSX wB97M-V def2-TZVPD def2/J DEFGRID3
* xyz 0 4
V -7.93 18.38 -18.35
B -8.59 16.21 -18.86
H -7.44 16.31 -19.08
H -8.95 15.11 -18.65
H -8.74 16.76 -17.80
H -9.31 16.78 -19.64
Cl -5.65 18.48 -19.16
C -1.46 18.93 -19.43
O -0.31 19.28 -19.60
N -2.55 19.52 -20.02
N -1.83 18.07 -18.43
H -2.45 20.32 -20.60
H -3.45 19.20 -19.67
H -2.76 17.70 -18.32
H -1.11 17.67 -17.87
*
```

Properties
E_LUMO (spin up / spin down)	-2.04 / -2.10	eV
expectation value of S²	3.76


Computed, not measured: a molecular structure, C4H4ErLiO5, with the ωB97M-V functional and the def2-TZVPD basis.

```
! RIJCOSX wB97M-V def2-TZVPD def2/J DEFGRID3
* xyz 3 5
O -1.86 0.96 -0.30
C -0.91 1.25 0.57
C -2.01 -0.47 -0.40
O -0.20 2.23 0.49
O -0.53 0.18 1.24
C -1.38 -0.94 0.92
Li 1.68 2.18 0.54
H -1.34 -0.81 -1.32
H -3.07 -0.70 -0.51
H -2.10 -1.12 1.73
C 2.08 -0.37 -0.83
O 2.55 0.68 -0.32
O 2.79 -1.23 -1.36
Er 5.04 -0.01 -1.26
H -0.75 -1.82 0.80
*
```

Properties
E_LUMO (spin up / spin down)	-11.73 / -17.10	eV
expectation value of S²	6.02


Computed, not measured: a single C3HClN2O2 molecule, with the ωB97M-V functional and the def2-TZVPD basis.

```
! RIJCOSX wB97M-V def2-TZVPD def2/J DEFGRID3
* xyz 0 1
C 1.28 -0.13 0.07
C -0.52 1.19 -0.10
C -0.98 -0.98 0.07
H -0.90 2.27 -0.21
N 0.92 1.08 0.43
N -1.42 0.35 -0.26
O -1.71 -1.88 0.24
O 0.44 -1.18 -0.21
Cl 2.90 -0.73 -0.03
*
```

Properties
E_LUMO	-0.17	eV


no.,F_max (eV/A)
1,1.6
2,2.2
3,4.6
4,5.3